Below is an isolated molecule of C4H8O2, with properties calculated with ωB97M-V/def2-TZVPD.

Summary:
strongest force on any atom: 0.084 hartree/bohr
HOMO-LUMO gap: 10.0 eV
electronic energy: -307.575922 a.u.
HOMO: -0.332 Eh
energy above the lowest of the compared OMol25 structures with the same formula, charge and spin: 85.7 kcal/mol
total charge: 0
LUMO level: 1.0 eV
multiplicity: 1

Atoms and positions in Å:
1 C -1.3316 0.3826 -1.7561
2 O -0.5161 0.5901 -0.6327
3 C -0.4716 -0.5315 0.2113
4 C 0.4988 -0.2242 1.3340
5 C 1.9584 0.1153 0.9072
6 O 2.4441 1.1092 1.4630
7 H -1.3022 1.2967 -2.3530
8 H -2.3740 0.1757 -1.4664
9 H -0.9683 -0.4580 -2.3679
10 H -0.1240 -1.4196 -0.3398
11 H -1.4799 -0.7585 0.6045
12 H 0.5115 -1.0604 2.0468
13 H 0.1736 0.6752 1.8905
14 H 2.9813 0.1074 0.4586

In the natural (NBO) picture, each atom carries the following charge in e: number 1, C, carries -0.25; number 2, O, carries -0.54; number 3, C, carries -0.06; number 4, C, carries -0.50; number 5, C, carries 0.28; number 6, O, carries -0.57; number 7, H, carries 0.20; number 8, H, carries 0.16; number 9, H, carries 0.16; number 10, H, carries 0.17; number 11, H, carries 0.17; number 12, H, carries 0.23; number 13, H, carries 0.25; number 14, H, carries 0.29

***

Below is an isolated molecule of C4H8O2, with properties calculated with ωB97M-V/def2-TZVPD.

Summary:
strongest force on any atom: 0.008 hartree/bohr
HOMO-LUMO gap: 11.3 eV
electronic energy: -307.632989 a.u.
HOMO: -0.378 Eh
energy above the lowest of the compared OMol25 structures with the same formula, charge and spin: 49.9 kcal/mol
total charge: 0
LUMO level: 1.1 eV
multiplicity: 1

Atoms and positions in Å:
1 O 0.7785 -2.0423 -0.4116
2 C -0.4513 -1.4897 -0.8248
3 C -0.7551 -0.2491 -0.0071
4 C 0.3508 0.7806 -0.0856
5 C 0.4230 1.8057 0.9437
6 O 1.3980 0.7734 0.8947
7 H 1.2855 -1.3219 -0.0123
8 H -0.4342 -1.2445 -1.9005
9 H -1.2407 -2.2369 -0.6787
10 H -1.6835 0.2260 -0.3490
11 H -0.8929 -0.5364 1.0429
12 H 0.7440 1.0030 -1.0801
13 H -0.2578 1.7203 1.7893
14 H 0.7356 2.8116 0.6792

In the natural (NBO) picture, each atom carries the following charge in e: number 1, O, carries -0.72; number 2, C, carries -0.05; number 3, C, carries -0.46; number 4, C, carries 0.03; number 5, C, carries -0.10; number 6, O, carries -0.50; number 7, H, carries 0.47; number 8, H, carries 0.15; number 9, H, carries 0.18; number 10, H, carries 0.22; number 11, H, carries 0.22; number 12, H, carries 0.19; number 13, H, carries 0.18; number 14, H, carries 0.19

***

Below is a 2-piece molecular cluster, C4H8O2 overall, with properties calculated with ωB97M-V/def2-TZVPD.

Summary:
strongest force on any atom: 0.100 hartree/bohr
HOMO-LUMO gap: 11.0 eV
electronic energy: -307.642923 a.u.
HOMO: -0.373 Eh
energy above the lowest of the compared OMol25 structures with the same formula, charge and spin: 43.6 kcal/mol
total charge: 0
LUMO level: 0.9 eV
multiplicity: 1

Atoms and positions in Å:
1 C -1.7007 -1.7610 -0.9102
2 C -0.3950 -1.0362 -0.6312
3 O 0.1403 -0.2926 -1.3480
4 O -0.1750 -1.2726 0.6232
5 H -2.1120 -1.3519 -1.8829
6 H -1.3066 -2.7387 -1.1804
7 H -2.3863 -1.7443 0.0051
8 H 0.5494 -0.6123 0.9588
9 C 1.3423 1.3583 1.2008
10 C 1.1246 2.2770 0.2964
11 H 1.8211 0.3996 0.8804
12 H 0.9475 1.4231 2.2535
13 H 1.4233 2.1115 -0.7708
14 H 0.7271 3.2400 0.5053

In the natural (NBO) picture, each atom carries the following charge in e: number 1, C, carries -0.73; number 2, C, carries 0.80; number 3, O, carries -0.59; number 4, O, carries -0.69; number 5, H, carries 0.23; number 6, H, carries 0.23; number 7, H, carries 0.24; number 8, H, carries 0.50; number 9, C, carries -0.44; number 10, C, carries -0.34; number 11, H, carries 0.18; number 12, H, carries 0.21; number 13, H, carries 0.21; number 14, H, carries 0.20

***

Below is an isolated molecule of C4H8O2, with properties calculated with ωB97M-V/def2-TZVPD.

Summary:
strongest force on any atom: 0.066 hartree/bohr
HOMO-LUMO gap: 10.5 eV
electronic energy: -307.635379 a.u.
HOMO: -0.362 Eh
energy above the lowest of the compared OMol25 structures with the same formula, charge and spin: 48.4 kcal/mol
total charge: 0
LUMO level: 0.6 eV
multiplicity: 1

Atoms and positions in Å:
1 C -1.9731 0.3209 -0.4320
2 C -0.9245 -0.5809 0.2325
3 C 0.4133 0.1196 0.3510
4 O 0.4760 1.2514 0.8064
5 C 1.7422 -0.4835 -0.0656
6 O 2.6898 0.6154 -0.1893
7 H -2.0362 1.2769 0.0950
8 H -2.9589 -0.1551 -0.4147
9 H -1.7141 0.5262 -1.4762
10 H -0.8283 -1.5357 -0.2946
11 H -1.2431 -0.8080 1.2589
12 H 2.4602 -0.7027 0.7448
13 H 1.6842 -1.1114 -0.9778
14 H 2.2123 1.2669 0.3616

In the natural (NBO) picture, each atom carries the following charge in e: number 1, C, carries -0.60; number 2, C, carries -0.50; number 3, C, carries 0.57; number 4, O, carries -0.57; number 5, C, carries -0.25; number 6, O, carries -0.73; number 7, H, carries 0.23; number 8, H, carries 0.21; number 9, H, carries 0.21; number 10, H, carries 0.21; number 11, H, carries 0.24; number 12, H, carries 0.29; number 13, H, carries 0.20; number 14, H, carries 0.48

***

Below is an isolated molecule of C4H8O2, with properties calculated with ωB97M-V/def2-TZVPD.

Summary:
strongest force on any atom: 0.007 hartree/bohr
HOMO-LUMO gap: 10.7 eV
electronic energy: -307.667528 a.u.
HOMO: -0.360 Eh
energy above the lowest of the compared OMol25 structures with the same formula, charge and spin: 28.2 kcal/mol
total charge: 0
LUMO level: 0.9 eV
multiplicity: 1

Atoms and positions in Å:
1 O 0.6400 0.8294 1.7117
2 C 0.7949 0.3552 0.3851
3 C -0.1846 1.0222 -0.5845
4 C -1.4311 0.1687 -0.3809
5 O -0.9538 -1.1562 -0.1760
6 C 0.4087 -1.1207 0.2390
7 H -0.1434 0.4129 2.0917
8 H 1.8400 0.5430 0.1250
9 H -0.3249 2.0800 -0.3493
10 H 0.1768 0.9275 -1.6153
11 H -1.9987 0.5103 0.5003
12 H -2.1106 0.1618 -1.2385
13 H 1.0274 -1.6328 -0.5097
14 H 0.5214 -1.6482 1.1958

In the natural (NBO) picture, each atom carries the following charge in e: number 1, O, carries -0.71; number 2, C, carries 0.07; number 3, C, carries -0.46; number 4, C, carries -0.07; number 5, O, carries -0.53; number 6, C, carries -0.10; number 7, H, carries 0.46; number 8, H, carries 0.19; number 9, H, carries 0.23; number 10, H, carries 0.21; number 11, H, carries 0.16; number 12, H, carries 0.19; number 13, H, carries 0.18; number 14, H, carries 0.19

***

Below is an isolated molecule of C4H8O2, with properties calculated with ωB97M-V/def2-TZVPD.

Summary:
strongest force on any atom: 0.009 hartree/bohr
HOMO-LUMO gap: 11.2 eV
electronic energy: -307.635316 a.u.
HOMO: -0.372 Eh
energy above the lowest of the compared OMol25 structures with the same formula, charge and spin: 48.4 kcal/mol
total charge: 0
LUMO level: 1.1 eV
multiplicity: 1

Atoms and positions in Å:
1 O 1.8175 1.0127 0.4019
2 C 1.7008 -0.3004 -0.0989
3 C 0.2896 -0.7959 0.1665
4 C -0.7441 0.0051 -0.5827
5 C -1.9778 0.4480 0.0577
6 O -0.9553 1.3971 -0.2489
7 H 0.9607 1.4274 0.2658
8 H 1.9102 -0.3409 -1.1826
9 H 2.4436 -0.9357 0.4004
10 H 0.1856 -1.8473 -0.1337
11 H 0.1178 -0.7560 1.2509
12 H -0.7594 -0.1178 -1.6657
13 H -2.0926 0.2690 1.1264
14 H -2.8929 0.4916 -0.5333

In the natural (NBO) picture, each atom carries the following charge in e: number 1, O, carries -0.72; number 2, C, carries -0.05; number 3, C, carries -0.46; number 4, C, carries 0.05; number 5, C, carries -0.10; number 6, O, carries -0.52; number 7, H, carries 0.48; number 8, H, carries 0.15; number 9, H, carries 0.18; number 10, H, carries 0.22; number 11, H, carries 0.22; number 12, H, carries 0.19; number 13, H, carries 0.19; number 14, H, carries 0.19

***

Below is an isolated molecule of C4H8O2, with properties calculated with ωB97M-V/def2-TZVPD.

Summary:
strongest force on any atom: 0.008 hartree/bohr
HOMO-LUMO gap: 9.9 eV
electronic energy: -307.655461 a.u.
HOMO: -0.331 Eh
energy above the lowest of the compared OMol25 structures with the same formula, charge and spin: 35.7 kcal/mol
total charge: 0
LUMO level: 0.9 eV
multiplicity: 1

Atoms and positions in Å:
1 C 0.0116 -1.4804 -0.6609
2 C 0.5268 -0.3189 -0.2498
3 C 1.9957 -0.0300 -0.1784
4 O -0.1849 0.7670 0.1628
5 C -1.5638 0.5949 0.4266
6 O -2.1516 1.8404 0.5386
7 H -1.0502 -1.6881 -0.7179
8 H 0.6836 -2.2654 -0.9853
9 H 2.2714 0.2503 0.8444
10 H 2.5783 -0.9043 -0.4764
11 H 2.2538 0.8095 -0.8323
12 H -1.6575 -0.0124 1.3426
13 H -2.0661 0.0913 -0.4026
14 H -1.6470 2.3461 1.1887

In the natural (NBO) picture, each atom carries the following charge in e: number 1, C, carries -0.55; number 2, C, carries 0.34; number 3, C, carries -0.65; number 4, O, carries -0.53; number 5, C, carries 0.24; number 6, O, carries -0.70; number 7, H, carries 0.20; number 8, H, carries 0.21; number 9, H, carries 0.22; number 10, H, carries 0.22; number 11, H, carries 0.23; number 12, H, carries 0.14; number 13, H, carries 0.16; number 14, H, carries 0.47

***

Below is C4H8O2 as an isolated structure, with properties calculated with ωB97M-V/def2-TZVPD.

Summary:
strongest force on any atom: 0.008 hartree/bohr
HOMO-LUMO gap (spin up / spin down): 7.6 / 7.6 eV
electronic energy: -307.485273 a.u.
HOMO (spin up / spin down): -0.247 / -0.247 Eh
energy above the lowest of the compared OMol25 structures with the same formula, charge and spin: 142.5 kcal/mol
total charge: 0
LUMO level (spin up / spin down): 0.9 / 0.9 eV
multiplicity: 1

Atoms and positions in Å:
1 O -1.0418 -0.0324 -1.0630
2 C -1.3359 -0.5769 0.4256
3 C -0.0314 -0.9683 0.8423
4 C 0.7990 0.1078 -0.9181
5 C 1.1243 0.8569 0.3599
6 O 0.8531 -0.0296 1.4137
7 H -1.5215 0.7962 -1.2953
8 H -1.8150 0.2961 0.8879
9 H -2.0335 -1.4033 0.2935
10 H 0.1725 -1.9874 1.1575
11 H 1.3906 -0.7807 -1.1187
12 H 0.7792 0.7557 -1.8038
13 H 0.4905 1.7576 0.4191
14 H 2.1700 1.2083 0.3993

In the natural (NBO) picture, each atom carries the following charge in e: number 1, O, carries -0.70; number 2, C, carries -0.20; number 3, C, carries -0.12; number 4, C, carries -0.15; number 5, C, carries -0.11; number 6, O, carries -0.53; number 7, H, carries 0.47; number 8, H, carries 0.19; number 9, H, carries 0.22; number 10, H, carries 0.19; number 11, H, carries 0.22; number 12, H, carries 0.18; number 13, H, carries 0.15; number 14, H, carries 0.18